Entry 1:
Density functional theory data (ωB97M-V/def2-TZVPD) for 3 unconnected molecules or ions with the total composition C2H9NO in a non-equilibrium geometry.

XYZ file:
```
13
Properties=species:S:1:pos:R:3:forces:R:3:mulliken_charge:R:1
N 0.30469 0.46942 -2.27384 -0.3877 -0.4042 -0.8644 -0.7284
H -0.03982 -0.48292 -2.23510 0.4691 -0.1052 -0.0556 0.2359
H 2.22410 2.47933 4.04596 -0.0080 -0.0006 -0.0093 -0.0373
H -0.43417 1.01593 -1.86790 0.1818 0.4430 0.4868 0.2721
H 1.17859 0.59082 -1.78641 -0.2207 -0.0524 0.2496 0.2537
C -0.65491 -0.42443 0.80162 -2.0941 1.8620 -2.7376 -0.0022
O -0.69509 0.80676 0.44743 0.6494 0.5227 1.0263 -0.6188
C 0.29814 -1.34710 0.31855 0.5644 -0.6655 1.0913 -0.6420
H -1.68944 -0.81304 0.86676 0.0906 -0.7507 0.5806 0.3623
H -0.21314 -0.62409 1.86674 0.7276 -0.8685 -0.0149 0.2352
H 0.05493 -2.39676 0.30751 0.0100 -0.3185 0.3577 0.2987
H 1.31582 -1.08542 0.07301 0.0132 0.3402 -0.1156 0.3327
H 2.57986 2.20232 4.63442 0.0045 -0.0023 0.0051 0.0382
```
Positions in Å, forces in eV/Å.

multiplicity	1
frontier orbital gap	0.273	Ha
HOMO level	-8.9	eV
strongest force on any atom	3.92	eV/A
total charge	0



Entry 2:
Density functional theory data (ωB97M-V/def2-TZVPD) for a single C3H8ClFNP molecule in a non-equilibrium geometry.

XYZ file:
```
15
Properties=species:S:1:pos:R:3:forces:R:3:mulliken_charge:R:1
C 0.82011 -0.57794 -1.52424 2.1593 -1.2141 -2.0594 -0.7485
N 0.52935 0.12401 -0.32418 -1.7891 -1.2613 2.7441 -0.1235
C 1.62664 0.69616 0.52826 -0.2172 0.3168 -3.4925 -0.8376
P -0.66966 -1.00263 0.72154 0.0629 2.7856 -2.5689 0.2769
F -1.48760 -1.42858 -0.65281 0.1861 -0.3657 1.3507 -0.3000
C -1.98276 0.38645 1.10734 1.2450 -1.1429 0.4333 -0.4395
Cl -3.17914 -0.20408 2.28534 0.0129 -0.0820 0.0399 -0.1848
H 1.28371 -1.63343 -1.43987 0.2116 1.3594 0.4088 0.3033
H -0.09319 -0.91329 -2.04968 0.4877 1.2345 -0.1029 0.2642
H 1.55845 0.06965 -2.18453 -1.6633 -1.2978 1.0908 0.2602
H 2.23708 1.37387 -0.18422 -1.1099 -0.5850 1.2186 0.2809
H 1.03170 1.27478 1.21838 0.8274 0.2292 0.8386 0.3343
H 2.38440 -0.01079 0.85968 -0.3159 -0.2543 0.7623 0.3011
H -1.58995 1.32660 1.46751 0.2998 0.0522 0.0660 0.3084
H -2.46914 0.51923 0.17147 -0.3971 0.2253 -0.7292 0.3047
```
Positions in Å, forces in eV/Å.

SMILES	CN(C)P(F)CCl
multiplicity	1
frontier orbital gap	0.340	Ha
HOMO level	-8.6	eV
strongest force on any atom	3.79	eV/A
total charge	0



Entry 3:
Density functional theory data (ωB97M-V/def2-TZVPD) for 2 unconnected molecules or ions with the total composition CH3NO in a non-equilibrium geometry.

XYZ file:
```
6
Properties=species:S:1:pos:R:3:forces:R:3:mulliken_charge:R:1
C 0.91879 -1.10884 -0.67244 1.7917 -2.1604 -1.3120 0.2692
N 1.59407 -1.92302 -1.16697 -1.5137 1.8250 1.1085 -0.3627
H 0.29594 -0.35789 -0.21631 0.0530 -0.0642 -0.0390 0.0904
O -0.70402 0.84960 0.51668 -1.0864 1.3108 0.7906 -0.6122
H -1.57795 0.72524 0.95148 0.9020 0.0876 -0.4556 0.3077
H -0.52684 1.81491 0.58755 -0.1466 -0.9988 -0.0925 0.3076
```
Positions in Å, forces in eV/Å.

SMILES	C#N.O
multiplicity	1
frontier orbital gap	0.446	Ha
HOMO level	-11.9	eV
strongest force on any atom	3.10	eV/A
total charge	0



Please write out number 3 again, unchanged.
Density functional theory data (ωB97M-V/def2-TZVPD) for 2 unconnected molecules or ions with the total composition CH3NO in a non-equilibrium geometry.

XYZ file:
```
6
Properties=species:S:1:pos:R:3:forces:R:3:mulliken_charge:R:1
C 0.91879 -1.10884 -0.67244 1.7917 -2.1604 -1.3120 0.2692
N 1.59407 -1.92302 -1.16697 -1.5137 1.8250 1.1085 -0.3627
H 0.29594 -0.35789 -0.21631 0.0530 -0.0642 -0.0390 0.0904
O -0.70402 0.84960 0.51668 -1.0864 1.3108 0.7906 -0.6122
H -1.57795 0.72524 0.95148 0.9020 0.0876 -0.4556 0.3077
H -0.52684 1.81491 0.58755 -0.1466 -0.9988 -0.0925 0.3076
```
Positions in Å, forces in eV/Å.

SMILES	C#N.O
multiplicity	1
frontier orbital gap	0.446	Ha
HOMO level	-11.9	eV
strongest force on any atom	3.10	eV/A
total charge	0



frontier orbital gap of number 3 (CH3NO)?
0.446 Ha